This record from the OMol25 dataset describes a structure of composition FMg3 at a distorted geometry. The level of theory is ωB97M-V/def2-TZVPD.

```
! RIJCOSX wB97M-V def2-TZVPD def2/J DEFGRID3
* xyz 5 1
Mg -29.3874 -28.1142 10.7261
Mg -33.5663 -33.9735 7.6180
Mg -27.9556 -31.8368 5.3448
F -30.9098 -31.5563 7.1282
*
```

DFT total energy, eV: -18978.458
ΔE to the lowest compared entry with this formula, charge and spin, kcal/mol: 0.0
Frontier orbital gap, eV: 4.35
HOMO energy, eV: -25.970


This record from the OMol25 dataset describes a structure of composition C17H23F5NO3P2Tm at a distorted geometry. The level of theory is ωB97M-V/def2-TZVPD.

```
! RIJCOSX wB97M-V def2-TZVPD def2/J DEFGRID3
* xyz 2 3
Tm -0.5155 -0.2579 0.3709
P 1.8946 -1.0924 -0.7039
C 1.7135 -0.2310 -2.2968
C 0.6638 0.8050 -2.5096
N -0.3209 0.9150 -1.5918
C -1.2838 1.8692 -1.7326
C -1.4089 2.5688 -2.9413
C -0.4783 2.3749 -3.9572
C 0.5949 1.4979 -3.7423
C -2.2516 2.1109 -0.5965
P -1.5951 2.0834 1.1679
H 1.3393 1.3464 -4.4531
H -2.2380 3.2375 -3.0587
H -0.5635 2.8925 -4.8862
H -2.7013 3.1128 -0.6583
H -3.1064 1.3948 -0.6556
H 2.7766 0.3611 -2.3922
H 1.8624 -0.8762 -3.1090
H 5.4518 4.0365 0.3276
O 4.9438 4.3692 -0.3209
H 4.0005 4.1388 -0.3543
H 3.8025 0.4362 2.8623
O 2.9155 0.2047 2.6039
H 2.8301 0.6092 3.5450
C -0.9371 3.7641 1.3230
H -1.6289 4.5203 0.9287
H -0.7481 4.0013 2.3788
H 0.0117 3.8458 0.7757
C -3.1406 2.1603 2.1348
H -2.8981 1.9845 3.1922
H -3.6418 3.1338 2.0690
H -3.8478 1.3854 1.8175
C 1.6345 -2.7716 -1.4178
H 2.3310 -2.9537 -2.2499
H 1.8047 -3.5235 -0.6416
H 0.6000 -2.8824 -1.7668
C 3.7100 -1.1737 -0.4900
H 3.9594 -1.6951 0.4428
H 4.2209 -1.6908 -1.3193
H 4.1300 -0.1621 -0.4096
F -2.8643 -5.4232 3.8898
C -2.4207 -4.6399 2.8983
C -2.4049 -5.1424 1.5842
F -2.8140 -6.3956 1.3429
C -1.9673 -4.3220 0.5489
F -1.8847 -4.7621 -0.7359
C -1.6310 -2.9816 0.7903
O -1.4432 -2.1428 -0.1864
C -1.5410 -2.5429 2.1491
F -0.9581 -1.2240 2.3568
C -1.9694 -3.3544 3.1996
F -1.9873 -2.9189 4.4775
*
```

DFT total energy, eV: -87314.366
ΔE to the lowest compared entry with this formula, charge and spin, kcal/mol: 36.8
Frontier orbital gap (alpha / beta), eV: 7.27 / 7.26
HOMO energy (alpha / beta), eV: -13.996 / -13.997


This record from the OMol25 dataset describes an isolated molecule of C25H26FN3O2S. The level of theory is ωB97M-V/def2-TZVPD.

```
! RIJCOSX wB97M-V def2-TZVPD def2/J DEFGRID3
* xyz 0 1
C -1.6971 2.9681 1.0221
H -1.4755 4.0300 1.1653
O -0.5959 2.2801 0.4804
C 0.5673 2.2414 1.2021
C 1.6088 1.5224 0.6216
C 2.8213 1.3696 1.2678
C 3.0038 1.9696 2.5088
C 1.9838 2.7092 3.0739
C 0.7608 2.8478 2.4356
H -0.0229 3.4184 2.9081
H 2.1308 3.1815 4.0344
H 3.9446 1.8583 3.0263
C 3.9324 0.5740 0.6261
N 3.4337 -0.4668 -0.2391
C 3.3907 -0.3259 -1.5760
O 3.9284 0.5732 -2.1888
C 2.5412 -1.4046 -2.2652
N 1.1669 -1.2907 -1.8385
C 0.6430 -1.9874 -0.8079
N -0.6079 -1.6691 -0.4012
C -1.2022 -2.3174 0.7498
C -1.4611 -1.3439 1.8685
C -0.4108 -0.7292 2.5426
C -0.6156 0.1534 3.5858
C -1.9118 0.4555 3.9651
C -2.9788 -0.1301 3.3049
C -2.7511 -1.0211 2.2705
H -3.5891 -1.4858 1.7704
H -3.9911 0.1036 3.5983
H -2.0858 1.1437 4.7784
H 0.2375 0.5885 4.0811
F 0.8564 -1.0043 2.1820
H -0.4957 -3.0869 1.0805
H -2.1410 -2.7997 0.4552
C -1.3795 -0.6022 -1.0139
C -1.6254 -0.8127 -2.4896
C -1.6296 0.2722 -3.3581
C -1.8708 0.0881 -4.7082
C -2.1028 -1.1835 -5.2041
C -2.0980 -2.2691 -4.3445
C -1.8645 -2.0850 -2.9938
H -1.8559 -2.9351 -2.3275
H -2.2771 -3.2630 -4.7265
H -2.2850 -1.3282 -6.2582
H -1.8713 0.9384 -5.3736
H -1.4431 1.2651 -2.9722
H -2.3444 -0.5760 -0.4985
H -0.9037 0.3718 -0.8399
S 1.5098 -3.2278 -0.1079
H 0.6438 -0.5252 -2.2340
H 2.9053 -2.4001 -1.9982
H 2.5960 -1.2651 -3.3463
H 2.9328 -1.2335 0.1950
H 4.5704 0.1343 1.3975
H 4.5398 1.2374 -0.0005
H 1.4483 1.0832 -0.3502
H -2.4988 2.8644 0.2920
H -2.0143 2.5263 1.9724
*
```

DFT total energy, eV: -48466.148
SMILES: COc1cccc(CNC(=O)CNC(=S)N(Cc2ccccc2)Cc2ccccc2F)c1
ΔE to the lowest compared entry with this formula, charge and spin, kcal/mol: 0.6
Frontier orbital gap, eV: 8.75
HOMO energy, eV: -8.176


This record from the OMol25 dataset describes a structure of composition C33H36IrN6O7Si at a distorted geometry. The level of theory is ωB97M-V/def2-TZVPD.

```
! RIJCOSX wB97M-V def2-TZVPD def2/J DEFGRID3
* xyz 0 2
Ir 0.4622 -0.4096 0.2564
O -3.9645 2.8835 1.9650
C -4.5637 2.0919 1.0570
C -5.8469 2.4507 0.6347
C -6.5047 1.6948 -0.3131
C -5.9040 0.5665 -0.8695
C -4.6389 0.2071 -0.4506
C -3.9512 0.9517 0.5112
C -2.5801 0.5067 0.8874
O -2.0593 -0.4452 0.2757
N -1.9797 1.2323 1.8527
N -0.6863 0.8805 1.9747
C -0.0448 1.2397 3.0176
C 1.3928 0.9269 3.0471
C 2.2263 1.3881 4.0574
C 3.5652 1.0331 4.0283
C 4.0292 0.2280 3.0006
C 3.1369 -0.1834 2.0210
N 1.8522 0.1526 2.0476
H -3.1107 2.4416 2.2128
H -6.3018 3.3273 1.0756
H -7.5024 1.9825 -0.6204
H -6.4235 -0.0235 -1.6119
H -4.1436 -0.6667 -0.8530
H -0.5236 1.7682 3.8387
H 1.8235 2.0119 4.8438
H 4.2394 1.3843 4.7981
H 5.0642 -0.0771 2.9432
H 3.4471 -0.7906 1.1808
O -2.0608 -6.2902 3.1649
C -2.1672 -5.1076 3.2197
O -3.0372 -4.3895 3.8841
C -1.2932 -4.1024 2.5109
C -0.3638 -3.3432 3.2111
C 0.3759 -2.3907 2.5474
N 0.2298 -2.1519 1.2278
C -0.6452 -2.9293 0.5497
C -1.4190 -3.8993 1.1562
C -0.7318 -2.6341 -0.9302
O -1.2566 -3.3945 -1.7122
O -0.1236 -1.5375 -1.2506
H -0.2152 -3.4879 4.2718
H 1.1039 -1.7961 3.0674
H -2.0945 -4.4719 0.5347
C -1.5590 0.4305 -2.9020
N -1.7207 1.6805 -2.1691
C -2.8148 2.5600 -2.5729
C -0.9159 2.0187 -1.1756
C -1.1553 3.3324 -0.4755
O 0.0534 1.3247 -0.7923
H -0.9232 0.5864 -3.7763
H -2.5412 0.0955 -3.2288
H -1.1177 -0.3314 -2.2698
H -3.2130 2.1907 -3.5132
H -2.4719 3.5811 -2.7258
H -3.6135 2.5539 -1.8279
H -1.0429 4.1693 -1.1668
H -0.4290 3.4289 0.3250
H -2.1612 3.3788 -0.0550
C 2.1875 2.0517 -2.7918
Si 2.8911 1.2060 -1.2559
C 4.7075 0.8348 -1.5886
C 2.7699 2.4522 0.1393
N 2.1863 -0.3251 -0.7827
C 2.6087 -1.4881 -1.4632
C 2.8504 -2.6757 -0.7685
C 3.2887 -3.8156 -1.4218
C 3.5161 -3.7986 -2.7920
C 3.2826 -2.6284 -3.4949
C 2.8228 -1.4923 -2.8402
H 2.9932 2.5159 -3.3660
H 1.4751 2.8329 -2.5224
H 1.6718 1.3462 -3.4442
H 5.3343 1.6123 -1.1433
H 4.9306 0.8046 -2.6555
H 5.0067 -0.1239 -1.1650
H 3.0816 3.4328 -0.2306
H 3.4199 2.1924 0.9749
H 1.7482 2.5489 0.5077
H 2.6762 -2.7019 0.3022
H 3.4576 -4.7247 -0.8577
H 3.8632 -4.6872 -3.3019
H 3.4421 -2.6000 -4.5658
H 2.6031 -0.5974 -3.4072
*
```

DFT total energy, eV: -68794.822
ΔE to the lowest compared entry with this formula, charge and spin, kcal/mol: 53.2
Frontier orbital gap (alpha / beta), eV: 6.52 / 3.59
HOMO energy (alpha / beta), eV: -7.169 / -7.154


This record from the OMol25 dataset describes an isolated molecule of C10H21ClOSi at a distorted geometry. The level of theory is ωB97M-V/def2-TZVPD.

```
! RIJCOSX wB97M-V def2-TZVPD def2/J DEFGRID3
* xyz 0 1
C -2.9601 0.9227 -0.6449
C -1.8628 0.7924 0.0267
C 2.8814 1.8182 -0.7261
C 0.5331 3.0018 -0.3053
C -2.2225 -2.2044 -0.8288
C -0.9228 -1.8524 1.3582
C 1.4114 1.6897 -0.8072
C -0.9531 -1.5250 -0.1287
C 0.8327 0.4986 -0.0045
C -0.6800 -0.0016 -0.5027
O 1.5624 -0.6436 -0.3509
Si 2.5599 -1.8151 0.2009
Cl -0.7617 -0.1810 -2.3363
H -3.8164 1.5214 -0.2612
H -3.0951 0.6277 -1.6588
H -1.7938 1.1640 1.0576
H 3.2536 1.7901 0.3463
H 3.3422 1.0044 -1.2231
H 3.2745 2.7091 -1.0247
H 0.9003 3.5416 0.5173
H -0.4955 2.6611 -0.0965
H 0.4580 3.6854 -1.0462
H -3.1275 -1.7482 -0.5766
H -2.2845 -2.2426 -1.8871
H -2.2202 -3.2217 -0.3180
H -1.5865 -1.1068 2.0047
H 0.1695 -1.7440 1.7245
H -1.1722 -2.8508 1.5186
H 1.1563 1.5991 -1.8857
H -0.1818 -2.1532 -0.5447
H 0.8091 0.5491 1.0762
H 3.5117 -1.3638 1.0949
H 3.1401 -2.1789 -1.1437
H 1.7962 -3.0292 0.6461
*
```

DFT total energy, eV: -33156.032
SMILES: C=C[C@](Cl)(C(C)C)[C@@H](O[SiH3])C(C)C
ΔE to the lowest compared entry with this formula, charge and spin, kcal/mol: 0.5
Frontier orbital gap, eV: 10.52
HOMO energy, eV: -9.760


This record from the OMol25 dataset describes an isolated molecule of C7H8S at a distorted geometry. The level of theory is ωB97M-V/def2-TZVPD.

```
! RIJCOSX wB97M-V def2-TZVPD def2/J DEFGRID3
* xyz 0 3
C -1.6699 0.9158 0.4786
C -0.7180 1.5797 -0.4179
C -1.9016 -0.3400 0.3988
C 0.3198 0.8913 -0.8257
C 1.2682 -0.0249 -1.5311
C 0.5779 -0.7740 -0.3663
C 1.2025 -0.9680 0.9863
S -1.0497 -1.4988 -0.5829
H -2.3089 1.5485 1.1217
H -0.8488 2.6094 -0.6543
H -2.6350 -0.7965 1.0299
H 1.3328 -0.3394 -2.5295
H 2.2670 0.1582 -1.3628
H 1.4241 -1.9180 1.2354
H 0.6761 -0.7056 1.8560
H 2.0636 -0.3378 1.1641
*
```

DFT total energy, eV: -18216.384
ΔE to the lowest compared entry with this formula, charge and spin, kcal/mol: 52.5
Frontier orbital gap (alpha / beta), eV: 5.80 / 5.87
HOMO energy (alpha / beta), eV: -4.968 / -8.350